ORCA calculation (ωB97M-V/def2-TZVPD) on C15H19BBaF5O19PPd as an isolated structure.

Geometry (Å):
1 Pd -1.2981 0.5754 -2.5152
2 Ba -2.6112 -2.9207 -0.3995
3 B -2.3229 2.4906 -2.7926
4 H -2.9444 1.7505 -2.1960
5 H -2.8194 3.5262 -2.8161
6 H -1.3093 2.5348 -2.2831
7 H -2.1818 2.0904 -3.8838
8 P -0.4696 -0.9376 -0.8649
9 O -1.8841 -0.2937 -0.6547
10 O -0.2824 -1.9949 0.2191
11 O 0.4445 0.2657 -1.1010
12 O -0.7665 -1.5511 -2.2755
13 C 2.4366 -2.7276 -1.5469
14 C 2.1990 -3.1032 -3.0211
15 O 3.4352 -3.7435 -3.3301
16 C 4.3808 -3.4847 -2.3806
17 O 5.5047 -3.8606 -2.4546
18 O 3.8395 -2.8344 -1.3599
19 F 2.0975 -2.0081 -3.7956
20 H 1.9410 -3.3711 -0.8234
21 H 2.2377 -1.6673 -1.4142
22 H 1.3584 -3.7887 -3.0654
23 C 0.8111 -3.5803 2.8563
24 C 0.7090 -2.4252 3.8651
25 O 1.8124 -2.6928 4.6939
26 C 2.1944 -3.9999 4.5566
27 O 2.9077 -4.5348 5.3154
28 O 1.4594 -4.5883 3.5651
29 F -0.3854 -2.4852 4.6673
30 H 1.3457 -3.2993 1.9447
31 H -0.1782 -3.8640 2.4816
32 H 0.7279 -1.4950 3.3029
33 C 2.9464 0.7579 -2.1529
34 C 2.6741 2.2611 -1.9412
35 O 3.9055 2.8643 -2.3535
36 C 4.7944 1.9315 -2.7529
37 O 5.8627 2.1931 -3.2023
38 O 4.2343 0.7134 -2.7530
39 F 2.4970 2.5118 -0.6249
40 H 2.2607 0.2597 -2.8267
41 H 2.9197 0.3136 -1.1615
42 H 1.9287 2.7230 -2.5829
43 C -0.3200 1.9962 1.2603
44 C -0.4341 1.2406 2.5837
45 O -1.0739 2.1800 3.4407
46 C -1.2966 3.3393 2.7629
47 O -1.9894 4.2357 3.1273
48 O -0.6102 3.3225 1.6258
49 F 0.7517 0.9049 3.1528
50 H -1.0680 1.6136 0.5618
51 H 0.6690 1.9549 0.8117
52 H -1.0557 0.3691 2.3725
53 C -4.2136 1.9163 0.2134
54 C -4.7369 2.6900 1.4154
55 O -5.8258 1.9429 1.8558
56 C -6.3094 1.2630 0.7852
57 O -7.3049 0.6316 0.7807
58 O -5.4588 1.3834 -0.2515
59 F -5.1006 3.9654 1.1077
60 H -3.4614 1.1714 0.4939
61 H -3.6298 2.5936 -0.4072
62 H -3.9440 2.7745 2.1652

As for the strongest force on any atom: 0.0591 Eh/bohr. Its multiplicity is 3. For the total energy, the calculation gives -82492.4593 eV. As for the net charge: 0. The energy above the lowest of the compared OMol25 structures with the same formula, charge and spin comes out at 0.47 kcal per mole. The calculation puts the HOMO-LUMO gap (spin up / spin down) at 0.2690 / 0.2800 hartree. The highest occupied orbital energy (spin up / spin down) is -10.431 / -10.739 eV.


ORCA calculation (ωB97M-V/def2-TZVPD) on a single C15H19BrClNO molecule.

Geometry (Å):
1 C 0.4554 2.4322 -0.1375
2 C 0.7603 1.7761 0.9656
3 C 1.7730 0.6765 1.0469
4 N 1.2450 -0.4808 1.7516
5 C 0.0046 -0.9896 1.2034
6 H -0.3569 -1.7711 1.8759
7 C 0.0596 -1.5529 -0.2296
8 C -1.3547 -1.7983 -0.7537
9 H -1.9009 -2.4449 -0.0618
10 H -1.3327 -2.2843 -1.7372
11 O -2.1256 -0.6131 -0.7975
12 C -1.8438 0.3426 -1.7091
13 C -1.0124 0.1997 -2.8165
14 C -0.8171 1.2466 -3.7006
15 C -1.4568 2.4520 -3.4850
16 C -2.2966 2.6291 -2.3975
17 C -2.4806 1.5801 -1.5196
18 Cl -3.5040 1.7772 -0.1499
19 H -2.7965 3.5694 -2.2284
20 Br -1.1804 3.8950 -4.6903
21 H -0.1676 1.1194 -4.5527
22 H -0.5104 -0.7351 -3.0073
23 H 0.5664 -0.8386 -0.8803
24 H 0.6051 -2.4971 -0.2547
25 H -0.7168 -0.1684 1.2169
26 C 2.2452 -1.5052 1.9854
27 C 1.8857 -2.4212 3.1207
28 C 1.0717 -2.1060 4.1099
29 H 0.8593 -2.7913 4.9125
30 H 0.5885 -1.1450 4.1460
31 H 2.3785 -3.3846 3.0958
32 H 2.4537 -2.1062 1.0828
33 H 3.1838 -1.0035 2.2497
34 H 2.6247 1.0437 1.6328
35 H 2.1479 0.4350 0.0361
36 H 0.2879 2.0237 1.9060
37 H -0.2590 3.2370 -0.1440
38 H 0.9166 2.2017 -1.0850

As for the strongest force on any atom: 0.0111 Eh/bohr. For the total energy, the calculation gives -101964.1262 eV. As for the net charge: 0. The energy above the lowest of the compared OMol25 structures with the same formula, charge and spin comes out at 0.00 kcal per mole. The calculation puts the HOMO-LUMO gap at 0.3409 hartree. The highest occupied orbital energy is -8.534 eV.


ORCA calculation (ωB97M-V/def2-TZVPD) on C15H19BrHfO3 as an isolated structure.

Geometry (Å):
1 O 5.0505 -2.0467 0.6022
2 C 3.9104 -1.6202 0.3827
3 O 3.5558 -0.2314 0.1140
4 C 2.3347 -0.1042 0.8847
5 C 1.6359 1.3289 1.0552
6 C 2.4231 2.5390 0.3122
7 C 1.5825 2.9797 -0.9931
8 Br 2.1281 4.8554 -1.4241
9 C 1.5435 -1.3563 0.2609
10 C 1.2361 -1.4365 -1.3192
11 C -0.3490 -1.4966 -1.6949
12 C -1.1418 -0.0919 -1.4043
13 C -2.2003 -0.3583 -0.2308
14 C -1.7978 -0.3779 1.3097
15 C -2.8057 -0.6745 2.4782
16 C -4.2867 -0.9737 2.1544
17 C -4.7277 -0.9201 0.6445
18 C -3.7161 -0.6175 -0.5330
19 O 2.6444 -2.3349 0.3837
20 H 2.6450 -0.4009 1.9545
21 H 0.5340 1.3758 0.7537
22 H 1.6809 1.5789 2.1850
23 H 2.3970 3.4482 1.0300
24 H 3.5237 2.3132 0.1134
25 H 1.7430 2.2548 -1.8616
26 H 0.4671 2.9946 -0.7376
27 H 0.7043 -1.8563 0.8575
28 H 1.6554 -2.4578 -1.6722
29 H 1.8064 -0.6481 -1.9422
30 H -0.8384 -2.3818 -1.1429
31 H -0.4489 -1.7296 -2.8230
32 H -0.3353 0.6783 -1.1516
33 H -1.6464 0.2077 -2.4234
34 H -0.7097 -0.1923 1.6225
35 H -2.4136 -0.6618 3.5634
36 H -5.0089 -1.2133 3.0162
37 H -5.8460 -1.1141 0.4290
38 H -4.1360 -0.6176 -1.6092
39 Hf -2.7081 1.4015 -3.1790

As for the strongest force on any atom: 0.1152 Eh/bohr. For the total energy, the calculation gives -93288.4961 eV. As for the net charge: +4. The calculation puts the HOMO-LUMO gap at 0.0744 hartree. The highest occupied orbital energy is -21.122 eV.


ORCA calculation (ωB97M-V/def2-TZVPD) on a single C15H19BrN2O5 molecule.

Geometry (Å):
1 C -4.9914 -1.9802 1.1930
2 C -3.7473 -1.2251 0.8478
3 C -2.4994 -1.6979 1.2288
4 C -1.3325 -1.0295 0.9020
5 C -1.4204 0.1635 0.1796
6 C -2.6565 0.7032 -0.1878
7 C -3.7934 -0.0272 0.1439
8 Br -5.5123 0.6287 -0.3760
9 C -2.7219 2.0201 -0.8888
10 H -3.6827 2.5050 -0.7383
11 H -1.9340 2.6769 -0.5235
12 H -2.5629 1.8799 -1.9584
13 N -0.2209 0.8253 -0.1492
14 C 0.2040 1.1276 -1.3929
15 O -0.4287 0.9908 -2.4170
16 C 1.6459 1.6520 -1.3583
17 N 2.4820 0.6341 -0.7392
18 C 2.8238 -0.4178 -1.6735
19 H 1.9419 -0.6499 -2.2739
20 H 3.6371 -0.1257 -2.3651
21 C 3.2700 -1.6970 -0.9916
22 O 3.9644 -1.7807 -0.0138
23 O 2.8197 -2.7674 -1.6452
24 H 3.1339 -3.5876 -1.2297
25 C 3.5853 1.1562 0.0346
26 C 3.0800 1.6859 1.3556
27 O 1.9668 1.5276 1.7876
28 O 4.0210 2.3573 2.0171
29 H 3.6908 2.6588 2.8790
30 H 4.1644 1.9440 -0.4734
31 H 4.2662 0.3347 0.2764
32 H 1.6687 2.5554 -0.7463
33 H 1.9671 1.9069 -2.3781
34 H 0.4854 0.8648 0.5820
35 C 0.0081 -1.5707 1.2950
36 H -0.0987 -2.5296 1.7952
37 H 0.6382 -1.6999 0.4157
38 H 0.5200 -0.8836 1.9689
39 H -2.4406 -2.6228 1.7840
40 H -4.7508 -2.8851 1.7447
41 H -5.5348 -2.2551 0.2890
42 H -5.6559 -1.3656 1.8004

As for the strongest force on any atom: 0.0140 Eh/bohr. For the total energy, the calculation gives -99125.3802 eV. As for the net charge: 0. The energy above the lowest of the compared OMol25 structures with the same formula, charge and spin comes out at 0.00 kcal per mole. The calculation puts the HOMO-LUMO gap at 0.3235 hartree. The highest occupied orbital energy is -8.377 eV.


> Among the records above, which one has the highest net charge?

C15H19BrHfO3


> The highest strongest force on any atom belongs to which entry?

C15H19BrHfO3